ORCA calculation (ωB97M-V/def2-TZVPD) on a molecular structure, C9H26AgNO4 at a distorted geometry.

## Properties
E = -860.72469 Ha
Total charge = +1
Kohn-Sham gap (spin up / spin down) = 7.859 / 5.484 eV
2S+1 = 2

XYZ file:
```
41
Properties=species:S:1:pos:R:3:forces:R:3:mulliken_charge:R:1
Ag 0.6448 2.2163 1.4597 0.58 -0.10 -0.07 0.6531
C -0.8397 -0.4767 -0.1053 -0.67 1.58 -0.67 -0.6329
O -0.6487 0.3678 1.0337 -0.27 -1.99 -1.37 -0.0920
H -1.6997 -1.1464 -0.0993 -0.42 -0.02 1.13 0.5051
H -0.9920 0.1129 -1.0093 0.27 0.32 0.01 0.4015
H -0.0615 -1.1986 -0.3530 0.83 0.06 0.74 0.0947
C 3.3844 1.9206 -1.3951 -0.84 -0.02 -0.20 -1.3493
C 2.3985 0.8037 -0.9096 1.01 1.34 -0.85 0.9343
C 2.6750 -0.5762 -1.5369 -1.84 0.11 -0.91 -0.6426
O 2.5513 -0.6512 -2.9924 0.71 1.19 0.04 -0.3754
C 1.4340 0.0509 -3.6368 0.05 -1.15 0.92 -0.4902
N 2.4353 0.8199 0.5638 -0.35 -0.68 -0.57 -0.6968
H 4.3968 2.0131 -1.0018 0.14 -1.23 0.38 0.3544
H 3.0216 2.8923 -1.0600 -0.57 0.15 -0.55 0.3686
H 3.4984 1.8469 -2.4766 -0.18 0.36 0.03 0.3263
H 1.3614 1.0601 -1.1260 0.09 0.30 -0.69 0.0914
H 1.8831 -1.2512 -1.2123 -0.31 -0.18 0.57 0.2036
H 3.5791 -1.0308 -1.1319 0.48 0.18 -0.82 0.3741
H 1.5081 1.1341 -3.7326 0.26 0.06 0.62 0.2550
H 0.5374 -0.2894 -3.1187 -0.37 0.53 0.27 0.1060
H 1.2443 -0.2896 -4.6547 0.88 -0.49 0.03 0.2786
H 1.8908 0.0065 0.8128 0.12 -0.53 0.65 0.0943
H 3.4024 0.5701 0.7134 0.30 0.21 1.21 0.3535
C -4.8433 3.1122 0.7557 0.54 -0.70 -1.17 -1.2341
C -3.7352 1.9827 0.6600 -1.45 0.92 0.38 0.0230
O -3.3572 1.6209 1.9698 0.77 0.06 0.27 -0.4957
H -5.7691 2.8554 1.2706 0.35 -0.58 0.21 0.3276
H -5.1632 3.3583 -0.2569 0.03 -0.07 -0.20 0.3619
H -4.5238 4.0691 1.1683 0.57 -0.31 0.22 0.3173
H -2.8580 2.2684 0.0795 0.13 0.82 -0.10 0.1687
H -4.0210 1.0455 0.1826 -1.00 0.21 -0.42 0.2717
H -2.6758 0.9681 1.7931 0.11 -0.36 0.82 0.2312
C -0.3151 -3.9676 1.6134 -0.33 -1.07 -1.45 -0.9742
C 0.2655 -3.2697 2.7862 1.15 0.21 -1.82 -0.0874
O -0.3791 -2.0507 2.9441 -1.20 1.31 2.09 -0.5578
H -0.0875 -3.4448 0.6844 0.42 0.23 -0.16 0.1488
H -1.4013 -4.0292 1.5473 -0.11 -0.20 0.77 0.2968
H 0.1095 -4.9639 1.4909 -0.12 -0.11 -0.01 0.3671
H 1.2778 -2.9896 2.4946 0.64 -0.58 0.25 0.1812
H 0.3521 -3.9397 3.6416 -0.65 0.75 0.48 0.3250
H -0.4807 -1.5307 2.1435 0.23 -0.53 -0.08 0.2136
```
Forces are in eV/Å.


ORCA calculation (ωB97M-V/def2-TZVPD) on 2 unconnected molecules or ions with the total composition H3S3.

## Properties
E = -1196.40063 Ha
ΔE to the lowest compared entry with this formula, charge and spin = 11.5 kJ/mol
Total charge = -1
Kohn-Sham gap = 6.475 eV

XYZ file:
```
6
Properties=species:S:1:pos:R:3:forces:R:3:mulliken_charge:R:1
S 2.0314 -0.9144 0.3708 -0.19 -0.01 0.14 -0.2795
S 0.2715 -0.9779 1.5192 0.36 -0.12 -0.09 -0.5553
H 1.5204 -0.3473 -0.7390 0.05 -0.03 -0.04 0.0672
H -0.4397 0.2152 0.1859 -0.74 0.22 0.02 0.0979
S -1.0466 1.1523 -0.7686 0.46 0.22 -0.28 -0.4056
H -2.3370 0.8720 -0.5682 0.05 -0.28 0.24 0.0754
```
Forces are in eV/Å.


ORCA calculation (ωB97M-V/def2-TZVPD) on a gas-phase ion, C4H8O2P (charge -1) at a distorted geometry.

## Properties
E = -649.06809 Ha
ΔE to the lowest compared entry with this formula, charge and spin = 147.5 kJ/mol
Total charge = -1
Kohn-Sham gap = 7.598 eV

XYZ file:
```
15
Properties=species:S:1:pos:R:3:forces:R:3:mulliken_charge:R:1
C -1.8562 0.5577 0.2157 1.58 0.12 -0.61 0.3928
C 0.9348 0.8268 0.9993 0.45 0.29 1.13 -0.8638
C -0.4187 -1.7609 -0.8862 1.65 2.39 0.91 -0.9479
C 0.9782 0.7452 -0.5029 1.98 -1.89 -0.80 -0.7040
O -1.8532 -0.3301 1.0473 -0.77 -1.08 0.86 -0.5836
O -2.1848 1.7335 0.2775 -0.49 0.80 -0.59 -0.6432
P -0.6536 0.0278 -1.3943 0.67 0.92 1.35 0.0234
H 0.1321 1.5753 1.2092 0.54 -0.87 0.65 0.2476
H 0.7217 -0.2148 1.3643 -0.07 1.31 0.28 0.2203
H 1.9438 1.2086 1.4725 -1.74 -0.71 -0.95 0.3222
H 0.6582 -1.7952 -0.6331 -0.39 -0.77 -0.66 0.1698
H -0.8003 -2.3476 -1.6495 -0.14 -1.54 -1.48 0.4184
H -0.9334 -1.9201 0.0263 -0.73 -0.10 0.84 0.2906
H 1.8851 0.0289 -0.7051 -1.72 0.64 -0.21 0.2533
H 1.4463 1.6648 -0.8409 -0.82 0.50 -0.72 0.4042
```
Forces are in eV/Å.


ORCA calculation (ωB97M-V/def2-TZVPD) on 2 unconnected molecules or ions with the total composition C3H10NO2.

## Properties
E = -325.31752 Ha
ΔE to the lowest compared entry with this formula, charge and spin = 0.0 kJ/mol
Total charge = +1
Kohn-Sham gap = 11.484 eV

XYZ file:
```
16
Properties=species:S:1:pos:R:3:forces:R:3:mulliken_charge:R:1
C 0.5086 1.2050 1.6853 0.21 -0.20 -0.16 -0.7478
N 1.4310 1.2250 0.5021 0.17 -0.07 -0.07 -0.2301
H 0.7652 0.3490 2.2947 0.03 -0.12 0.06 0.3425
H 0.6464 2.1195 2.2422 -0.08 0.19 0.09 0.3732
H -0.5047 1.0988 1.3209 -0.11 0.09 0.00 0.2764
H 1.3167 0.3629 -0.0638 -0.16 -0.26 0.26 0.1814
H 2.4103 1.2605 0.7905 -0.05 0.11 0.02 0.3810
H 1.2428 2.0238 -0.1000 0.06 0.13 0.00 0.3825
O 0.4982 -1.2908 -0.2314 0.37 0.34 0.07 -0.6594
C -0.4170 -1.1110 -1.0058 -0.30 -0.04 -0.43 0.7989
O -0.2267 -0.5067 -2.1976 -0.07 -0.33 0.27 -0.4378
C -1.8339 -1.4924 -0.7508 0.14 0.30 0.03 -1.0025
H 0.7166 -0.5607 -2.4139 0.02 0.13 -0.05 0.3656
H -2.4181 -0.5942 -0.5590 -0.05 0.13 0.00 0.2883
H -1.8803 -2.1331 0.1156 -0.04 -0.20 0.13 0.3338
H -2.2550 -1.9555 -1.6291 -0.14 -0.22 -0.21 0.3541
```
Forces are in eV/Å.


ORCA calculation (ωB97M-V/def2-TZVPD) on 9 unconnected molecules or ions with the total composition C24H68N3O12 at a distorted geometry.

## Properties
E = -2021.59156 Ha
ΔE to the lowest compared entry with this formula, charge and spin = 412.3 kJ/mol
Total charge = -1
Kohn-Sham gap = 7.424 eV

XYZ file:
```
107
Properties=species:S:1:pos:R:3:forces:R:3:mulliken_charge:R:1
C 1.1732 0.8917 0.7003 -6.96 3.73 -3.69 -0.7474
O 1.3110 0.7573 -0.6606 0.74 0.63 0.12 -0.8930
H 1.1687 0.0596 1.1597 0.21 -6.57 3.42 0.4199
H -0.0260 1.2913 0.9933 2.76 -0.75 -0.55 -0.2478
H 1.7453 1.5233 1.2173 2.79 3.04 1.64 0.9504
C -0.0727 -2.4259 -1.3586 -3.06 -0.72 2.52 -0.6185
O 0.9129 -1.6100 -1.7751 2.07 -0.33 -0.55 0.0700
H 0.1605 -3.4564 -1.0011 0.64 0.11 -1.42 0.2090
H -0.8532 -2.3656 -2.1761 0.08 -0.73 1.39 0.2487
H -0.4659 -2.1727 -0.2589 0.04 0.51 -2.24 -0.0033
H 0.9444 -0.7894 -1.2649 0.32 1.21 0.39 0.1856
C 1.5764 -3.3963 2.0948 -3.42 -3.54 -8.23 -2.1863
O 0.6154 -4.4550 1.9220 -0.17 0.19 -0.20 -0.6664
H 1.4909 -2.9286 2.8559 -1.51 5.17 10.60 1.2148
H 1.5905 -2.5217 1.4459 -0.48 -0.56 -1.49 0.3492
H 2.4559 -3.8240 2.1162 4.71 -2.14 -0.31 0.8105
H -0.1870 -4.4220 2.5076 0.99 1.04 -0.65 0.4187
C 3.0425 2.9560 -2.1001 -2.28 -1.39 -3.67 -0.4634
O 2.7017 3.0266 -0.7856 -0.98 -0.82 1.45 -0.6421
H 2.3825 2.0062 -2.5173 1.60 2.50 0.05 0.0539
H 4.0450 2.6970 -2.3188 1.48 -0.56 0.27 0.2461
H 2.9225 3.8957 -2.8028 -0.59 -1.32 1.64 0.2277
H 2.2044 2.1142 -0.6668 0.65 1.72 -0.17 0.3396
C -1.9399 1.4233 -1.0033 1.01 -3.03 -0.40 -0.3829
O -0.9105 1.6122 -1.9589 0.92 -0.31 0.73 -0.5731
H -2.0024 2.2934 -0.4670 -0.54 1.89 2.07 0.0588
H -1.9346 0.4627 -0.3759 1.26 1.27 -0.14 -0.0009
H -2.8803 1.1667 -1.4102 -1.19 0.58 -1.62 0.3915
H -0.0049 1.6187 -1.4630 -1.51 -0.62 -0.75 0.4670
C 3.9965 -1.1381 0.4563 -15.61 9.52 0.20 -2.3461
O 3.9796 0.2514 -0.0169 -0.41 -2.06 0.97 -0.7281
H 3.8588 -1.2682 1.4160 -0.41 0.27 5.61 0.8685
H 4.6958 -1.5255 0.2346 16.71 -8.64 -5.52 1.5496
H 3.1706 -1.7557 0.1001 -0.30 0.30 -0.95 0.1643
H 3.0161 0.4120 -0.0795 0.53 0.36 -0.73 0.2399
C 0.6214 1.8826 -5.4372 1.43 2.02 -1.24 -0.5355
O 1.8570 1.1438 -5.4370 -0.66 -1.43 2.10 -0.3600
C 1.7769 -0.0507 -4.5722 -0.10 0.32 0.99 -0.1022
C 3.1625 -0.7702 -4.3893 1.96 1.67 -1.36 -0.7721
N 3.0363 -2.0575 -3.8702 -2.54 -3.03 2.18 -0.4154
C 4.2341 -2.5776 -3.2677 -0.16 -0.89 3.09 -0.4169
C 3.9191 -4.0077 -2.4405 0.22 2.64 -3.85 -0.4558
O 5.0701 -4.4016 -1.7899 -0.48 0.82 0.25 -0.2662
C 4.8161 -5.3469 -0.8374 5.49 -6.10 -6.78 -0.8026
H 0.8395 2.3636 -6.5411 -1.69 -0.44 2.90 0.2343
H 0.4159 2.6358 -4.5299 1.23 -1.20 -1.94 0.1187
H -0.2682 1.2702 -5.3442 -0.10 -0.56 -0.69 0.2906
H 1.0967 -0.8120 -5.0846 0.59 0.96 0.80 0.3595
H 1.3310 0.2377 -3.4652 1.06 -0.73 -2.84 0.0258
H 3.9410 -0.2966 -3.8047 -0.64 1.64 1.32 0.4252
H 3.9310 -0.8480 -5.2351 -1.94 0.09 -0.58 0.3705
H 2.2634 -2.1083 -3.1166 1.46 0.44 -1.56 0.3081
H 4.5436 -2.0075 -2.3490 -0.12 0.38 -0.69 0.1420
H 5.1139 -2.4735 -3.9272 -0.42 -0.95 -0.06 0.3807
H 3.5798 -4.7234 -3.1777 0.16 -0.72 -0.30 0.4824
H 3.0453 -3.8231 -1.8428 -0.19 0.40 0.94 0.0803
H 4.2679 -6.3754 -1.2827 1.33 2.14 0.24 0.2446
H 4.2217 -5.2525 -0.1216 -4.82 2.44 6.53 0.3663
H 5.8439 -5.7213 -0.5913 -1.08 0.24 0.57 0.2808
C -0.3383 4.1973 1.2230 3.01 -1.02 -1.68 -0.6192
O -1.5271 4.7815 1.2450 -3.82 0.37 1.48 -0.3764
C -1.7805 5.5718 0.1132 -2.79 -3.13 0.68 -0.5624
C -3.3074 5.6581 0.1144 -0.02 2.55 -1.98 -0.4961
N -3.6160 6.4199 -1.1923 0.05 0.58 0.43 -0.3536
C -5.0750 6.5110 -1.4110 3.05 -2.05 -1.56 -0.6100
C -5.2897 7.0365 -2.8562 -0.52 2.01 1.50 -0.3728
O -6.6732 6.9822 -3.1062 0.03 -1.15 -0.75 -0.3011
C -6.9876 5.7978 -3.8595 -4.88 -0.75 6.75 -0.7788
H 0.2484 5.0036 0.9193 2.72 1.24 0.15 0.5268
H -0.1695 3.5567 0.3419 -0.41 -0.69 0.33 0.1431
H 0.0437 3.7280 2.1241 -0.53 0.06 0.23 0.2164
H -1.5107 4.9829 -0.7743 0.41 0.56 -0.13 0.2587
H -1.3921 6.5204 0.2003 1.43 2.10 -0.12 0.4519
H -3.7097 6.3167 1.0311 0.70 -1.80 -2.10 0.2278
H -3.7122 4.6541 -0.0262 -0.28 -0.03 0.91 0.3553
H -3.3732 5.9521 -2.0818 1.04 -0.32 1.33 0.2496
H -5.4115 7.0996 -0.6116 -1.45 0.89 0.64 0.2770
H -5.2567 5.4370 -1.3169 -1.88 0.08 -0.05 0.3260
H -4.7839 6.4340 -3.7177 0.01 1.45 1.75 0.3847
H -5.1098 8.2052 -2.7045 0.49 -2.43 -1.21 0.2109
H -6.8226 5.9947 -4.8106 0.61 0.38 -4.65 0.3909
H -8.1640 5.7126 -3.5275 2.52 0.01 -1.74 0.2011
H -6.6362 4.8048 -3.4741 0.57 1.09 -0.27 0.3109
C 0.6044 0.4129 4.1326 0.43 1.72 0.53 -0.6284
O -0.2249 -0.5982 4.7417 -1.26 0.27 -1.61 -0.4437
C -1.0623 -1.3398 3.7605 0.07 -0.68 0.76 0.5367
C -1.4746 -2.7027 4.5282 0.79 1.24 -3.71 -1.2964
N -1.6359 -3.8840 3.5935 0.54 1.15 1.72 -0.2505
C -1.4698 -5.1404 4.3613 -6.26 -0.53 -2.57 -1.0407
C -2.3803 -5.3191 5.5559 -0.09 -0.37 1.70 -0.0933
O -2.2102 -6.6490 6.2089 -0.46 -0.61 -1.37 -0.3746
C -1.1129 -6.8666 7.0654 1.60 -0.19 2.25 -0.6099
H 1.6435 0.0352 3.8573 -1.64 -0.14 -1.07 0.2287
H 1.0099 0.9867 4.9959 -0.97 0.17 -0.23 0.3766
H 0.0434 1.2251 3.3929 1.55 -2.57 1.62 0.2269
H -0.2755 -1.6253 3.0050 -1.64 0.33 -0.09 -0.3445
H -2.0600 -0.7885 3.3972 2.61 -0.73 0.53 0.2181
H -2.3404 -2.5648 5.1020 -1.08 0.29 1.11 0.4377
H -0.6054 -2.8298 5.0782 1.38 -0.71 1.57 0.5279
H -2.5545 -3.7363 3.1859 0.04 -0.85 -0.08 0.2611
H -0.5457 -5.3785 4.5670 5.25 -0.51 1.06 0.6695
H -1.8340 -5.9790 3.6951 0.58 0.76 0.29 0.3625
H -3.4982 -5.2051 4.9942 2.62 -0.27 2.78 0.2247
H -1.9909 -4.7625 6.4983 -1.67 0.75 -1.91 0.2411
H -0.9342 -7.9953 7.3575 -1.31 2.02 -0.71 0.2565
H -1.2152 -6.2714 8.1139 0.15 -1.15 -2.33 0.2449
H -0.0647 -6.6660 6.6665 -1.36 0.47 0.00 0.2409
```
Forces are in eV/Å.


ORCA calculation (ωB97M-V/def2-TZVPD) on 2 unconnected molecules or ions with the total composition C4H12OS at a distorted geometry.

## Properties
E = -632.95475 Ha
ΔE to the lowest compared entry with this formula, charge and spin = 189.9 kJ/mol
Kohn-Sham gap = 8.986 eV

XYZ file:
```
18
Properties=species:S:1:pos:R:3:forces:R:3:mulliken_charge:R:1
C -0.4700 0.6638 1.7163 0.03 -1.81 -3.39 -0.7135
S 0.1367 2.3356 1.4670 -0.24 0.24 -0.04 -0.0848
C -0.6192 2.8569 -0.1136 -0.28 0.22 -0.49 -0.6574
H -0.6074 0.3861 2.7234 -0.36 0.03 1.15 0.3603
H -1.3320 0.3605 1.0568 -0.03 1.09 1.12 0.2399
H 0.1936 -0.0966 1.2296 0.38 0.74 0.80 0.1527
H -0.7771 1.9533 -0.7854 0.38 1.32 0.68 0.1875
H 0.1141 3.6053 -0.5362 -0.79 -1.06 0.15 0.2566
H -1.5928 3.4128 0.0190 0.93 -0.79 0.00 0.2481
C -0.1666 -2.4904 -1.2059 -1.42 1.04 0.96 -0.1024
O 0.9696 -1.8428 -0.6169 0.87 0.41 -0.85 -0.5028
C 0.1124 -3.4590 -2.3767 -0.36 1.00 2.19 -1.0242
H -0.9490 -1.6823 -1.5572 1.71 -1.20 0.70 0.1931
H -0.5925 -2.9273 -0.2622 -0.39 -0.48 -1.41 0.2720
H 1.8084 -2.3364 -0.7250 -0.96 0.19 -0.13 0.2575
H 0.5328 -2.8845 -3.1603 -0.19 0.77 -1.23 0.3356
H -0.9191 -3.8732 -2.6290 1.99 -0.43 0.12 0.2988
H 1.0375 -3.9717 -2.0315 -1.27 -1.28 -0.32 0.2831
```
Forces are in eV/Å.


ORCA calculation (ωB97M-V/def2-TZVPD) on 2 unconnected molecules or ions with the total composition C2H8NO at a distorted geometry.

## Properties
E = -210.95623 Ha
ΔE to the lowest compared entry with this formula, charge and spin = 73.6 kJ/mol
Total charge = -1
Kohn-Sham gap = 6.543 eV

XYZ file:
```
12
Properties=species:S:1:pos:R:3:forces:R:3:mulliken_charge:R:1
O -0.9961 -2.0086 -1.8133 -0.21 0.86 0.13 -1.1244
H -1.5485 -1.2250 -1.9991 0.13 -0.61 -0.23 0.1533
C 1.1811 0.7733 1.6523 -0.64 -1.34 -0.60 -1.0514
C 0.6627 0.8168 0.2033 -0.88 -2.24 0.63 -0.4082
N -0.7558 0.4138 0.0999 0.20 1.74 0.57 -0.5371
H 0.9139 1.5931 2.3029 0.01 0.44 0.04 0.3253
H 2.2491 0.6310 1.5420 0.46 0.24 0.59 0.2871
H 0.7414 -0.1608 2.0749 0.43 0.67 -0.10 0.2720
H 1.1071 -0.0725 -0.2565 0.76 0.61 -0.40 0.3077
H 0.9289 1.7489 -0.2779 0.06 0.19 -0.43 0.3312
H -0.9208 -0.3123 -0.6112 0.21 -0.04 0.01 0.2714
H -1.2711 1.2744 -0.0569 -0.52 -0.53 -0.22 0.1731
```
Forces are in eV/Å.